DFT (ωB97M-V/def2-TZVPD) results for a molecular structure, C37H56BN8O4PRuS5.

Geometry as XYZ:
```
113
C37H56BN8O4PRuS5 (ωB97M-V/def2-TZVPD)
H 3.7526 -2.6375 0.7525
S -0.3025 0.9812 4.4303
C 0.2293 4.3078 1.1368
H -2.3714 -5.8499 -2.9774
C -2.4029 -1.2922 1.4817
C 4.5811 1.5390 3.0859
C 6.0334 -1.6620 -1.6821
P 1.2712 -0.0217 3.8398
C -4.1655 -0.1587 2.6091
H 4.5884 2.5123 3.5769
H -1.8136 -1.4902 -5.0801
C -1.7823 -2.0101 -4.1395
C -5.4040 -0.1348 3.4676
H 0.3254 4.3925 -1.8856
H -0.0077 -1.6515 6.1449
H -4.3964 0.5067 5.0094
H 3.8797 -0.4622 3.4775
S -1.6417 0.5882 -1.9195
C 4.7711 -1.5702 -0.8173
H -3.9670 1.9588 2.6212
N 1.8142 -1.5159 -3.0066
H -2.8693 3.6371 2.2466
N -0.4195 2.4671 -3.5618
H -0.9602 4.3725 -5.4082
H 5.6734 -0.3150 0.6459
S 2.1996 0.6882 -1.4712
H 6.1219 -2.6290 -2.1772
H 4.1725 -3.6721 -2.4100
H 1.9362 -3.2388 6.4916
H 3.9176 -0.1439 0.5677
H -3.8912 -2.7207 -0.4589
C -0.1388 4.7681 -2.7968
C 3.4796 -2.8567 -2.4880
H -0.5435 6.4586 2.4790
C -3.5739 -1.3516 2.2158
H -4.7107 -4.2920 -0.3842
H -2.4138 3.4308 -5.0505
B 0.5360 -1.1212 -3.7896
H 4.9329 0.5953 -0.6810
H 0.9581 3.3572 -4.9766
H -5.6618 -1.1576 3.7661
C -2.3389 1.0045 1.5742
O -2.4632 5.9448 3.0809
C 0.5218 3.0360 0.6824
H -3.9253 -5.0966 -3.3591
H -1.8923 -2.1910 1.1570
H 1.8111 0.7950 -5.2594
C 1.0326 -1.3174 6.1490
H -0.6542 5.7013 -2.5693
C 1.8921 -2.2593 6.9675
C -2.6817 -2.8280 -3.5756
N -0.7049 -1.9031 -3.2939
S 0.0567 -2.6963 -0.8050
C -1.1501 3.7437 -3.3210
H 1.4568 -2.3701 7.9611
C -0.5811 1.1791 -3.1132
H 4.0663 1.6359 2.1295
H 0.9648 5.1002 1.0844
H 0.7173 -1.4540 -4.9330
O 1.5107 -1.3103 4.7989
H -3.6548 -3.1117 -3.9266
N -2.1594 -3.2618 -2.3667
H 1.0605 -0.3085 6.5628
C -2.2915 3.6368 -2.3164
H 0.6447 4.9753 -3.5257
N 3.5997 -1.6994 -1.7375
C -1.0315 4.5424 1.6708
H -2.2977 5.1186 -4.5292
C -3.5357 1.0294 2.2781
H 6.0213 -0.8841 -2.4465
H -4.0065 -2.3049 2.4900
H -1.1653 -5.3012 -0.7848
H -2.7857 4.6091 -2.2629
C -2.9114 -4.2834 -1.5852
C 3.8719 0.5201 3.9544
H -2.2097 5.3721 3.8133
N 0.2989 0.4028 -3.7935
H -2.7129 -5.7351 -0.0381
H -1.8208 6.4727 1.2552
C -3.2780 -5.4224 -2.5473
H -3.7992 -6.2074 -2.0005
H 2.9045 -1.8689 7.0693
H 5.6097 1.2227 2.9067
C 4.8168 -0.2662 -0.0292
C 2.5440 -0.8891 -2.0539
C -1.4315 5.9263 2.1177
C -0.9537 -2.6357 -2.1844
O 2.5223 0.9422 4.1778
C 4.6830 -2.7226 0.1892
C 2.3896 -2.7359 -3.2596
C -4.1680 -3.6043 -1.0331
C -1.9058 3.4764 1.7863
H -4.8321 -3.2872 -1.8380
Ru 0.2614 -0.1767 0.0108
C 0.6060 2.4634 -4.4978
C -2.1208 -4.9116 -0.4407
H 6.9134 -1.5176 -1.0560
H -3.0184 2.8886 -2.6162
C 1.0362 1.2023 -4.6349
N -0.3331 2.0256 0.7660
H 5.5199 -2.6655 0.8845
C -1.7368 4.1942 -4.6652
H -6.2451 0.2778 2.9069
O -5.2497 0.6980 4.6038
H -1.9266 -4.2093 0.3610
N -1.8093 -0.1512 1.1642
H 1.9648 -3.4209 -3.9714
H 4.7077 -3.6962 -0.2995
H 4.3540 0.4425 4.9319
C -1.5181 2.2144 1.3495
H -1.9237 3.3773 -1.3272
S 1.6441 -0.8811 2.0446
H 1.4836 2.8088 0.2334
```

Computed properties:
Energy above the lowest of the compared OMol25 structures with the same formula, charge and spin in eV: 0.000
Strongest force on any atom in hartree/bohr: 0.012
LUMO level (alpha / beta) in eV: -0.001 / -0.022
HOMO (alpha / beta) in eV: -6.2610 / -7.0526
Net charge: 0
2S+1: 5
HOMO-LUMO gap (alpha / beta) in eV: 6.260 / 7.030